Computed, not measured: a 3-piece molecular cluster, C17H25ClFNO4 overall, with the ωB97M-V functional and the def2-TZVPD basis.

Computed properties:
- HOMO (Ha) = -0.3487
- HOMO-LUMO gap (eV) = 8.9
- SMILES string = Cc1c(F)cc(Cl)c2c1C(=O)NC2=O.CCOCC.CCOCC
- maximum force (eV/A) = 3.1
- E_LUMO (eV) = -0.60
- electronic energy (hartree) = -1578.4709

ORCA input file:
```
! wB97M-V def2-TZVPD RIJCOSX def2/J DEFGRID3
* xyz 0 1
Cl -2.41 -1.19 3.77
F -1.21 -0.30 -1.33
O -3.21 -3.76 -0.59
O 3.59 -0.14 1.83
O 2.43 3.88 -0.61
O 0.58 -0.72 5.08
N 2.37 -1.09 3.60
C -1.95 -4.09 -2.68
C 1.13 -0.53 1.60
C -5.36 -4.55 -1.49
C 3.19 4.85 -1.31
C 1.18 5.46 0.80
C -1.30 -0.90 2.41
C 0.70 -0.37 0.22
C 0.12 -0.78 2.66
C 1.77 -0.12 -0.88
C 2.05 4.21 0.71
C 2.53 -0.51 2.26
C -0.75 -0.47 -0.03
C 4.51 5.20 -0.64
C -1.75 -0.75 1.01
C 0.96 -0.86 3.96
C -2.38 -4.64 -1.33
C -4.43 -3.38 -1.20
H 2.93 4.30 1.35
H 2.49 -2.10 3.54
H -2.88 -5.61 -1.45
H -4.24 -2.79 -2.10
H -2.80 -3.90 -3.33
H 4.36 5.64 0.34
H 0.88 5.64 1.83
H -1.42 -3.14 -2.55
H 1.41 -0.57 -1.84
H -5.57 -5.11 -0.58
H 0.28 5.34 0.19
H 3.39 4.43 -2.30
H -4.93 -2.71 -0.49
H 2.71 -0.62 -0.52
H -1.50 -4.82 -0.72
H -4.91 -5.25 -2.20
H 5.06 5.92 -1.25
H -2.84 -0.85 0.79
H -6.30 -4.20 -1.92
H 5.12 4.30 -0.52
H 1.70 6.34 0.44
H 1.48 3.36 1.09
H 2.58 5.75 -1.48
H -1.29 -4.79 -3.18
H 1.95 0.98 -0.97
*
```